Arrangement P

{"formula": "C3H2N2O2", "method": "ωB97M-V with the def2-TZVPD basis set", "lumo_ev": 0.53, "mol_weight_g_mol": 98.06, "orbital_gap_ev": 9.291, "elements": ["C", "C", "C", "N", "N", "O", "O", "H", "H"], "coordinates": [[3.785, -0.294, -0.495], [-0.360, 0.761, -0.418], [-2.762, 0.287, -0.282], [-1.672, 0.696, -0.631], [0.015, 0.092, 0.606], [4.606, -1.053, -0.659], [-3.935, 0.093, -0.122], [0.996, 0.023, 0.917], [-0.673, -0.604, 1.084]], "nbo_charge": [0.50, 0.23, 0.84, -0.58, -0.75, -0.50, -0.51, 0.41, 0.35]}

---

Arrangement Q

{"formula": "C3H2N2O2", "method": "ωB97M-V with the def2-TZVPD basis set", "smiles": "[H]/N=C(/C#N)OC=O", "lumo_ev": -0.85, "mol_weight_g_mol": 98.06, "orbital_gap_ev": 10.021, "elements": ["H", "N", "C", "C", "N", "O", "C", "O", "H"], "coordinates": [[1.670, 0.528, -2.265], [1.798, 0.816, -1.294], [0.915, 0.423, -0.497], [0.746, 0.616, 0.911], [0.031, 0.318, 1.780], [-0.366, -0.599, -0.584], [-1.269, -0.595, 0.507], [-1.513, -1.703, 0.881], [-1.942, 0.276, 0.651]], "nbo_charge": [0.39, -0.55, 0.48, 0.23, -0.25, -0.57, 0.60, -0.49, 0.16]}

---

Referenced to the most stable arrangement, the calculated values in kJ/mol are arrangement P 0.0; arrangement Q 144.7.

---

Arrangement P

{"formula": "C3H2N2O2", "method": "ωB97M-V with the def2-TZVPD basis set", "smiles": "O=Cc1ncno1", "lumo_ev": -0.73, "mol_weight_g_mol": 98.06, "orbital_gap_ev": 10.362, "elements": ["O", "C", "C", "N", "C", "N", "O", "H", "H"], "coordinates": [[-2.679, -0.546, -0.468], [-1.796, 0.143, -0.035], [-0.328, -0.166, 0.061], [0.491, 0.839, 0.118], [1.703, 0.217, 0.041], [1.646, -1.084, -0.023], [0.290, -1.352, -0.018], [-1.919, 1.185, 0.307], [2.634, 0.765, 0.016]], "nbo_charge": [-0.45, 0.38, 0.38, -0.45, 0.13, -0.10, -0.25, 0.14, 0.22]}

---

Arrangement Q

{"formula": "C3H2N2O2", "method": "ωB97M-V with the def2-TZVPD basis set", "smiles": "O=CC(=O)N1C=N1", "lumo_ev": -0.24, "mol_weight_g_mol": 98.06, "orbital_gap_ev": 9.818, "elements": ["O", "C", "C", "O", "N", "C", "N", "H", "H"], "coordinates": [[2.431, 0.597, -0.561], [1.681, 0.318, 0.339], [0.174, 0.588, 0.225], [-0.270, 1.699, 0.125], [-0.616, -0.587, 0.391], [-1.588, -0.865, -0.586], [-2.180, -0.190, 0.263], [2.039, -0.110, 1.296], [-1.671, -1.450, -1.492]], "nbo_charge": [-0.46, 0.35, 0.56, -0.48, -0.40, 0.20, -0.13, 0.14, 0.23]}

---

Referenced to the most stable arrangement, the calculated values in kJ/mol are arrangement P 0.0; arrangement Q 209.5.

---

Arrangement P

{"formula": "C2H2F2", "method": "ωB97M-V with the def2-TZVPD basis set", "lumo_ev": [-1.22, -1.36], "mol_weight_g_mol": 64.03, "orbital_gap_ev": [8.672, 8.636], "elements": ["C", "C", "F", "F", "H", "H"], "coordinates": [[-0.689, -0.671, 0.740], [0.241, 1.301, -0.967], [0.838, 0.380, -1.691], [1.144, 1.495, 0.075], [-1.513, -1.198, 0.510], [-0.021, -1.305, 1.333]], "nbo_charge": [-0.13, 0.69, -0.34, -0.38, 0.07, 0.09]}

---

Arrangement Q

{"formula": "C2H2F2", "method": "ωB97M-V with the def2-TZVPD basis set", "smiles": "F/C=C\\F", "lumo_ev": 0.59, "mol_weight_g_mol": 64.03, "orbital_gap_ev": 10.926, "elements": ["F", "C", "C", "F", "H", "H"], "coordinates": [[-1.456, 0.522, -0.914], [-0.181, 0.219, -0.583], [0.327, -0.145, 0.585], [-0.245, -0.124, 1.909], [0.206, 0.394, -1.700], [1.349, -0.867, 0.702]], "nbo_charge": [-0.33, 0.13, 0.11, -0.34, 0.22, 0.21]}

---

Arrangement R

{"formula": "C2H2F2", "method": "ωB97M-V with the def2-TZVPD basis set", "smiles": "F/C=C\\F", "lumo_ev": 0.94, "mol_weight_g_mol": 64.03, "orbital_gap_ev": 11.077, "elements": ["F", "C", "C", "F", "H", "H"], "coordinates": [[1.629, 0.213, 0.450], [0.367, -0.042, 0.425], [-0.484, -0.033, -0.479], [-0.247, 0.374, -1.695], [0.166, -0.179, 1.472], [-1.430, -0.332, -0.174]], "nbo_charge": [-0.31, 0.16, 0.12, -0.31, 0.16, 0.17]}

---

Referenced to the most stable arrangement, the calculated values in kJ/mol are arrangement P 520.7; arrangement Q 87.4; arrangement R 0.0.

---

Arrangement P

{"formula": "C3H4N4S", "method": "ωB97M-V with the def2-TZVPD basis set", "smiles": "C=Nn1nncc1S", "lumo_ev": 0.04, "mol_weight_g_mol": 128.16, "orbital_gap_ev": 9.160, "elements": ["C", "N", "N", "N", "N", "C", "C", "S", "H", "H", "H", "H"], "coordinates": [[-1.473, -1.718, 0.641], [-1.228, -0.732, -0.198], [0.124, -0.331, -0.115], [1.173, -0.838, 0.664], [2.079, 0.060, 0.709], [1.665, 1.158, -0.022], [0.454, 1.017, -0.469], [-0.415, 2.098, -1.490], [-2.530, -1.876, 0.600], [-0.663, -2.420, 1.172], [2.370, 2.092, 0.160], [-1.556, 1.490, -1.653]], "nbo_charge": [-0.10, -0.23, -0.11, -0.06, -0.19, -0.16, -0.05, 0.09, 0.20, 0.23, 0.23, 0.15]}

---

Arrangement Q

{"formula": "C3H4N4S", "method": "ωB97M-V with the def2-TZVPD basis set", "smiles": "NNC1=NC(=S)C=N1", "lumo_ev": -1.48, "mol_weight_g_mol": 128.16, "orbital_gap_ev": 7.458, "elements": ["N", "N", "C", "N", "C", "S", "C", "N", "H", "H", "H", "H"], "coordinates": [[2.199, -1.166, 0.000], [1.560, 0.073, -0.003], [0.236, 0.217, 0.005], [-0.617, -0.782, -0.004], [-1.832, -0.136, -0.001], [-3.330, -0.773, 0.001], [-1.536, 1.338, 0.001], [-0.276, 1.552, 0.004], [1.875, -1.656, 0.827], [1.860, -1.660, -0.808], [2.159, 0.871, -0.012], [-2.299, 2.122, -0.010]], "nbo_charge": [-0.62, -0.38, 0.55, -0.58, -0.04, 0.06, 0.10, -0.44, 0.36, 0.36, 0.41, 0.22]}

---

Arrangement R

{"formula": "C3H4N4S", "method": "ωB97M-V with the def2-TZVPD basis set", "lumo_ev": -1.27, "mol_weight_g_mol": 128.16, "orbital_gap_ev": 8.579, "elements": ["C", "C", "C", "N", "N", "N", "N", "S", "H", "H", "H", "H"], "coordinates": [[-1.317, -0.657, 0.095], [0.839, 0.522, -0.384], [1.564, -0.536, 0.363], [-2.595, -0.467, 0.158], [-2.672, 0.857, 0.043], [-1.535, 1.422, -0.068], [-0.591, 0.473, -0.035], [0.558, -2.090, -0.072], [1.083, 1.484, -0.080], [0.777, 0.472, -1.406], [2.449, -0.854, -0.091], [1.440, -0.628, 1.477]], "nbo_charge": [0.41, -0.23, -0.50, -0.35, -0.05, -0.07, -0.25, 0.08, 0.23, 0.23, 0.24, 0.26]}

---

Referenced to the most stable arrangement, the calculated values in kJ/mol are arrangement P 226.6; arrangement Q 0.0; arrangement R 295.7.

---

Arrangement P

{"formula": "CH2O3S", "method": "ωB97M-V with the def2-TZVPD basis set", "lumo_ev": -0.24, "mol_weight_g_mol": 94.09, "orbital_gap_ev": 10.575, "elements": ["C", "O", "O", "O", "S", "H", "H"], "coordinates": [[0.135, 0.337, -0.102], [2.637, -1.245, -0.030], [1.052, 1.084, -0.305], [4.194, 0.512, 0.644], [3.288, 0.002, -0.349], [-0.909, 0.678, -0.117], [0.298, -0.729, 0.117]], "nbo_charge": [0.30, -0.89, -0.52, -0.85, 1.69, 0.12, 0.14]}

---

Arrangement Q

{"formula": "CH2O3S", "method": "ωB97M-V with the def2-TZVPD basis set", "lumo_ev": 0.48, "mol_weight_g_mol": 94.09, "orbital_gap_ev": 11.055, "elements": ["C", "O", "O", "O", "S", "H", "H"], "coordinates": [[-0.147, 0.301, -0.009], [1.814, -0.968, -1.247], [-0.324, -1.056, 0.243], [-0.551, 1.118, 1.038], [1.324, -0.671, 0.065], [-0.685, 0.385, -1.253], [-1.430, 0.893, 1.163]], "nbo_charge": [0.12, -0.89, -0.66, -0.69, 1.45, 0.18, 0.48]}

---

Referenced to the most stable arrangement, the calculated values in kJ/mol are arrangement P 0.0; arrangement Q 164.7.

---

Arrangement P

{"formula": "C5H8N3", "method": "ωB97M-V with the def2-TZVPD basis set", "total_charge": 1, "lumo_ev": [-5.38, -5.38], "mol_weight_g_mol": 110.14, "orbital_gap_ev": [7.747, 7.750], "elements": ["C", "C", "C", "C", "C", "N", "N", "N", "H", "H", "H", "H", "H", "H", "H", "H"], "coordinates": [[1.804, -0.048, -1.098], [3.050, -0.203, -0.569], [0.992, 0.205, 0.038], [-2.371, 0.057, 0.896], [-1.399, 0.716, -0.095], [3.078, -0.002, 0.736], [1.839, 0.361, 1.066], [-2.127, -0.512, -0.443], [1.198, -0.417, -1.905], [3.875, -0.552, -1.172], [-2.137, -0.592, 1.787], [-3.309, 0.753, 1.058], [-1.623, 1.531, -0.714], [1.763, 0.692, 2.090], [-1.729, -1.473, -0.485], [-2.905, -0.514, -1.191]], "nbo_charge": [-0.40, -0.04, 0.29, -0.27, 0.00, -0.20, -0.41, -0.58, 0.24, 0.24, 0.28, 0.27, 0.23, 0.45, 0.46, 0.45]}

---

Arrangement Q

{"formula": "C5H8N3", "method": "ωB97M-V with the def2-TZVPD basis set", "total_charge": 1, "lumo_ev": -4.74, "mol_weight_g_mol": 110.14, "orbital_gap_ev": 9.703, "elements": ["C", "C", "C", "C", "C", "N", "N", "N", "H", "H", "H", "H", "H", "H", "H", "H"], "coordinates": [[-0.164, 2.834, 1.417], [-0.794, -1.544, 0.703], [0.648, -0.221, -1.272], [1.334, -1.087, -0.069], [-0.703, 0.209, -0.947], [0.002, 2.127, 0.539], [0.417, -1.821, 0.730], [-1.422, -0.445, -0.115], [-0.499, 3.364, 2.234], [-1.396, -2.018, 1.532], [1.307, 0.659, -1.370], [0.760, -0.821, -2.116], [2.200, -1.684, -0.450], [1.839, -0.513, 0.609], [-1.123, 1.064, -1.435], [-2.408, -0.104, 0.010]], "nbo_charge": [0.19, 0.22, -0.55, -0.25, 0.37, -0.41, -0.31, -0.50, 0.24, 0.24, 0.28, 0.28, 0.25, 0.23, 0.24, 0.46]}

---

Referenced to the most stable arrangement, the calculated values in kJ/mol are arrangement P 453.1; arrangement Q 0.0.

---

Arrangement P

{"formula": "C5H8N3", "method": "ωB97M-V with the def2-TZVPD basis set", "total_charge": 1, "smiles": "CC1=[NH+]N=C=CN1C", "lumo_ev": [-5.41, -5.41], "mol_weight_g_mol": 110.14, "orbital_gap_ev": [8.185, 8.185], "elements": ["C", "C", "N", "N", "C", "C", "N", "C", "H", "H", "H", "H", "H", "H", "H", "H"], "coordinates": [[1.645, 0.090, -0.662], [0.320, -0.442, -0.381], [0.074, -1.719, -0.692], [-0.892, -2.296, 0.095], [-1.894, -1.557, 0.209], [-1.968, -0.236, 0.120], [-0.575, 0.306, 0.220], [-0.122, 1.504, 0.928], [2.267, -0.588, -1.151], [1.896, 0.199, 0.445], [1.646, 1.112, -1.165], [0.460, -2.317, -1.495], [-2.654, 0.587, 0.204], [-0.417, 2.319, 0.329], [-0.743, 1.625, 1.816], [0.959, 1.414, 1.181]], "nbo_charge": [-0.65, 0.53, -0.36, -0.20, 0.28, -0.10, -0.32, -0.42, 0.26, 0.26, 0.27, 0.47, 0.26, 0.23, 0.25, 0.23]}

---

Arrangement Q

{"formula": "C5H8N3", "method": "ωB97M-V with the def2-TZVPD basis set", "total_charge": 1, "lumo_ev": [-7.59, -7.59], "mol_weight_g_mol": 110.14, "orbital_gap_ev": [7.023, 7.022], "elements": ["C", "C", "C", "C", "C", "N", "N", "N", "H", "H", "H", "H", "H", "H", "H", "H"], "coordinates": [[-2.284, 0.411, -0.108], [1.051, -1.791, 0.151], [-1.052, 0.055, -0.602], [-0.040, 0.506, 0.307], [0.511, 1.914, -0.095], [-3.319, 0.733, 0.329], [1.143, -0.482, 0.171], [-0.095, -2.268, -0.151], [1.957, -2.420, 0.373], [-1.011, -0.542, -1.478], [-0.425, 0.466, 1.362], [0.967, 1.932, -1.108], [1.263, 2.176, 0.626], [-0.190, 2.796, -0.174], [1.925, -0.297, 0.795], [-0.401, -3.190, -0.396]], "nbo_charge": [0.12, 0.32, 0.16, -0.14, -0.61, -0.02, -0.56, -0.67, 0.24, 0.30, 0.28, 0.25, 0.25, 0.27, 0.41, 0.42]}

---

Arrangement R

{"formula": "C5H8N3", "method": "ωB97M-V with the def2-TZVPD basis set", "total_charge": 1, "smiles": "C/N=N/C=C\\C=C=[NH2+]", "lumo_ev": -5.14, "mol_weight_g_mol": 110.14, "orbital_gap_ev": 7.821, "elements": ["C", "N", "N", "C", "C", "C", "C", "N", "H", "H", "H", "H", "H", "H", "H", "H"], "coordinates": [[-0.009, 0.020, -2.743], [0.614, -0.734, -1.770], [0.495, -0.521, -0.525], [1.151, -1.214, 0.471], [0.988, -0.901, 1.792], [0.002, 0.053, 2.239], [-0.586, 0.869, 1.420], [-1.549, 1.575, 0.879], [-0.970, 0.559, -2.409], [0.534, 0.954, -2.955], [-0.037, -0.606, -3.588], [1.648, -2.032, 0.118], [1.542, -1.456, 2.558], [-0.004, 0.049, 3.377], [-1.498, 2.539, 0.534], [-2.320, 0.845, 0.604]], "nbo_charge": [-0.48, -0.05, -0.25, 0.04, -0.20, -0.30, 0.51, -0.69, 0.20, 0.26, 0.25, 0.22, 0.26, 0.33, 0.46, 0.46]}

---

Arrangement S

{"formula": "C5H8N3", "method": "ωB97M-V with the def2-TZVPD basis set", "total_charge": 1, "lumo_ev": -4.87, "mol_weight_g_mol": 110.14, "orbital_gap_ev": 10.291, "elements": ["C", "C", "C", "C", "C", "N", "N", "N", "H", "H", "H", "H", "H", "H", "H", "H"], "coordinates": [[-2.469, 0.546, -0.121], [0.007, -1.711, 0.268], [-0.616, 0.221, -0.728], [0.270, 0.533, 0.463], [1.544, 1.268, -0.026], [-3.472, 0.672, 0.417], [0.578, -0.754, 0.980], [-0.536, -1.236, -0.813], [0.040, -2.818, 0.446], [-0.711, 0.595, -1.736], [-0.378, 1.252, 0.992], [1.539, 2.296, 0.062], [1.795, 1.083, -1.168], [2.329, 0.970, 0.545], [1.081, -0.979, 1.792], [-1.001, -1.939, -1.373]], "nbo_charge": [0.13, 0.40, 0.08, -0.14, -0.60, -0.32, -0.49, -0.53, 0.27, 0.28, 0.29, 0.25, 0.23, 0.23, 0.45, 0.46]}

---

Referenced to the most stable arrangement, the calculated values in kJ/mol are arrangement P 158.3; arrangement Q 116.7; arrangement R 184.7; arrangement S 0.0.

---

Arrangement P

{"formula": "C3H4N3", "method": "ωB97M-V with the def2-TZVPD basis set", "total_charge": 1, "smiles": "C1#[N+]NC=NC1", "lumo_ev": -7.69, "mol_weight_g_mol": 82.09, "orbital_gap_ev": 7.721, "elements": ["C", "N", "N", "C", "N", "C", "H", "H", "H", "H"], "coordinates": [[0.573, 0.646, 1.390], [-0.441, 1.060, 0.922], [-1.159, 0.826, -0.148], [-0.664, -0.209, -0.968], [0.381, -0.843, -0.717], [1.197, -0.600, 0.435], [-2.056, 1.272, -0.310], [-1.273, -0.398, -1.845], [2.205, -0.276, 0.159], [1.238, -1.480, 1.082]], "nbo_charge": [0.48, -0.11, -0.42, 0.29, -0.31, -0.20, 0.46, 0.27, 0.27, 0.27]}

---

Arrangement Q

{"formula": "C3H4N3", "method": "ωB97M-V with the def2-TZVPD basis set", "total_charge": 1, "smiles": "CC=[N+]=NC#N", "lumo_ev": -7.37, "mol_weight_g_mol": 82.09, "orbital_gap_ev": 10.096, "elements": ["C", "C", "N", "N", "C", "N", "H", "H", "H", "H"], "coordinates": [[1.313, 0.139, 0.317], [0.163, -0.307, -0.450], [-0.809, -1.028, -0.027], [-1.967, -0.855, 0.242], [-2.209, 0.533, 0.042], [-1.878, 1.626, -0.082], [1.736, 1.042, -0.201], [1.925, -0.761, 0.132], [1.191, 0.172, 1.507], [0.535, -0.562, -1.481]], "nbo_charge": [-0.70, 0.31, 0.02, 0.02, 0.32, -0.18, 0.31, 0.32, 0.29, 0.29]}

---

Arrangement R

{"formula": "C3H4N3", "method": "ωB97M-V with the def2-TZVPD basis set", "total_charge": 1, "smiles": "CC=[N+]=NC#N", "lumo_ev": -7.82, "mol_weight_g_mol": 82.09, "orbital_gap_ev": 9.465, "elements": ["C", "C", "N", "N", "C", "N", "H", "H", "H", "H"], "coordinates": [[-0.219, 0.087, 0.340], [0.989, 0.395, -0.309], [2.015, 1.112, 0.089], [3.110, 0.613, 0.314], [2.887, -0.715, -0.026], [2.053, -1.447, -0.361], [-0.960, -0.291, -0.365], [-0.707, 0.723, 1.193], [0.032, -0.796, 0.934], [1.247, 0.460, -1.419]], "nbo_charge": [-0.77, 0.36, -0.03, -0.06, 0.45, -0.26, 0.30, 0.36, 0.34, 0.31]}

---

Arrangement S

{"formula": "C3H4N3", "method": "ωB97M-V with the def2-TZVPD basis set", "total_charge": 1, "lumo_ev": [-8.96, -9.32], "mol_weight_g_mol": 82.09, "orbital_gap_ev": [7.657, 8.115], "elements": ["C", "C", "C", "N", "N", "N", "H", "H", "H", "H"], "coordinates": [[1.745, -1.093, -0.065], [1.194, 0.322, -0.005], [-0.192, 0.837, 0.032], [3.095, -0.883, 0.046], [2.209, 1.181, 0.022], [3.153, 0.394, -0.023], [1.325, -2.719, -0.540], [-0.448, 1.586, -0.791], [-0.481, 1.369, 0.973], [-0.709, -0.155, -0.118]], "nbo_charge": [0.11, 0.31, -0.71, -0.23, -0.17, 0.38, 0.40, 0.32, 0.32, 0.26]}

---

Referenced to the most stable arrangement, the calculated values in kJ/mol are arrangement P 0.0; arrangement Q 122.3; arrangement R 207.2; arrangement S 471.7.